Record 1
{
  "formula": "C42H94F3N6O5S3",
  "method": "ωB97M-V with the def2-TZVPD basis set",
  "mol_weight_da": 916.4,
  "homo_ha": -0.36929,
  "total_charge": 1,
  "elements": ["H", "F", "H", "H", "H", "H", "H", "H", "H", "C", "H", "C", "H", "C", "C", "H", "H", "H", "H", "C", "C", "H", "C", "H", "H", "C", "H", "C", "H", "C", "C", "H", "H", "N", "H", "C", "C", "H", "H", "N", "F", "O", "H", "S", "N", "H", "C", "H", "H", "H", "C", "H", "C", "H", "F", "C", "H", "H", "H", "C", "H", "H", "S", "H", "H", "H", "H", "H", "H", "H", "H", "H", "C", "C", "C", "H", "H", "H", "C", "C", "H", "O", "N", "N", "O", "H", "C", "H", "H", "H", "O", "H", "H", "H", "H", "H", "H", "O", "H", "C", "H", "H", "H", "H", "H", "H", "H", "H", "C", "H", "H", "H", "C", "H", "C", "C", "C", "H", "H", "H", "C", "H", "H", "C", "H", "H", "H", "H", "C", "C", "H", "H", "H", "H", "H", "H", "C", "C", "H", "C", "H", "C", "H", "C", "N", "H", "H", "C", "H", "C", "S", "H", "C"],
  "xyz": [[6.33757, -0.71448, -2.69286], [-3.78099, -0.57308, 0.96993], [-7.18158, -4.17341, -0.61768], [9.71180, 10.76443, 1.84399], [3.19054, -4.42554, 2.21432], [7.26508, 6.92172, -1.44537], [-8.35169, -4.80918, -1.81831], [-4.99840, 2.95626, 7.07694], [9.29528, 12.77490, -0.23518], [-4.76442, -1.23365, -1.40341], [-0.75483, -2.23854, 1.76717], [5.45456, -0.16128, -2.38135], [-3.86512, -1.78659, -1.14604], [-0.76261, -3.21426, 2.26374], [-0.57667, -4.86787, 5.00016], [-8.11062, -3.09074, -3.28455], [-0.78527, -5.20876, -4.35537], [-2.61563, -2.84420, -2.23254], [-1.43499, -2.46714, -4.27204], [4.21120, -0.97405, -2.72011], [3.01192, -5.53808, -1.14881], [-9.48470, -4.10130, 0.15787], [9.28053, 12.09045, -1.08565], [0.20542, -4.20204, 5.37480], [0.80431, -3.32827, -3.99006], [5.95727, 5.46198, -0.54276], [7.73137, 11.38759, 1.08886], [-4.88380, -1.37487, 1.06169], [-3.40286, -0.39170, 4.98980], [-5.72785, -1.36603, -0.20867], [-7.50125, -2.90827, -2.40608], [2.26213, -6.14383, -0.64639], [6.76200, 3.74267, -1.21405], [2.30758, -4.38182, -1.76261], [1.56200, -5.59045, -3.37351], [-3.12504, -3.07571, -3.17098], [-3.95609, -1.87347, -3.62229], [-4.44805, -0.19461, -1.43602], [-1.40425, -4.97602, -2.74980], [8.15240, 10.19258, -2.10993], [-5.57344, -0.99213, 2.16540], [8.52038, 9.52028, 0.67355], [-3.33231, -0.98469, -3.54960], [3.56397, -3.80564, -4.09114], [-5.21538, -4.01203, -2.14107], [4.50758, -5.21734, 3.05804], [9.77449, 9.85567, 1.23899], [1.01993, -3.69241, 1.14349], [-2.14124, -2.35014, 3.65840], [-3.43181, -5.08636, -2.38070], [-3.67173, 1.70948, 4.81212], [-5.35720, -0.02807, -4.21257], [4.07405, -6.09341, 1.11503], [-3.79699, -0.71793, 7.30998], [-4.43249, -2.66382, 1.26460], [7.66091, 4.09285, 1.78481], [-0.49328, -2.41532, 4.27928], [-5.58522, -0.06556, 4.21429], [5.43721, 0.75896, -2.96243], [5.58648, 0.20772, -0.89270], [-7.90439, 0.84435, -4.54912], [5.07040, -5.23040, -0.56491], [-9.32148, 1.70286, -2.85840], [3.92909, -4.15054, 0.23714], [0.60172, -5.50141, -1.90964], [-6.01690, 0.77166, 5.50903], [6.68903, 10.22585, 0.27215], [2.92256, -5.98567, 2.97199], [-2.60088, -3.65437, 1.49747], [-6.00474, -3.25687, -3.88354], [-6.78906, -1.00931, -4.20520], [5.62291, 5.63262, 1.61130], [-7.69595, 1.36906, -3.62405], [1.21754, -4.91146, -2.59018], [-1.24197, -2.97283, 3.70170], [7.95198, 3.26496, 2.43068], [-10.45846, -2.02105, -1.01818], [5.11935, 6.10483, -0.82936], [-4.03724, 0.36657, 5.46115], [-3.76803, 0.31375, 6.96101], [-7.78312, -1.91538, -2.07442], [6.41151, 3.76073, 1.20493], [-5.43303, -0.00630, 5.21425], [-1.68261, -4.08442, 1.52271], [-4.59780, 2.74953, 5.04390], [-4.97509, -3.75954, -1.18245], [5.60987, 4.86366, 0.82816], [-4.21878, -2.00586, -4.67335], [5.95430, 1.22229, -0.76870], [4.58885, 4.47409, 0.77942], [-1.63081, -4.14009, 4.39316], [0.67908, -4.84258, 2.42437], [-6.21194, -2.33689, -0.20747], [1.33685, -3.25105, 2.82260], [0.13541, -3.10559, -2.35763], [-3.38899, 3.52478, 6.55244], [-6.03526, 1.18441, -2.28578], [-10.11183, -2.83709, -1.37037], [10.07579, 9.02870, 1.88156], [-9.10943, -3.32345, -0.50807], [3.38856, -6.92415, 0.95287], [-2.78488, 0.72343, 7.20080], [-3.66365, 1.56773, 3.72673], [-2.66084, 2.02577, 5.10185], [-7.41598, 0.08098, -1.95280], [-8.70673, -2.52470, 0.11947], [8.43583, 4.21456, 1.02474], [-2.38377, -3.64028, -5.13752], [-4.44235, 3.44061, 6.27122], [-0.99961, -5.41581, 5.84087], [6.26978, -0.47136, -0.39334], [7.21378, 7.01793, 0.31324], [-5.25695, -1.63148, -2.79954], [-0.13968, -5.59262, 4.30902], [-1.99277, -3.39583, -4.15049], [-1.00885, -4.44288, -3.61415], [3.23369, -3.60733, -2.50970], [7.28086, 9.67450, -2.17609], [7.18253, 11.85876, -1.33690], [-4.30977, -4.78284, -3.85189], [8.02914, 11.21886, -1.07093], [4.27372, -1.35077, -3.73315], [4.62221, 0.16938, -0.38931], [-6.02043, -2.96694, -2.83514], [9.31056, 12.68603, -1.99719], [-5.72303, -4.89235, -2.07371], [3.44749, -6.15836, -1.93857], [-4.84811, 4.44230, 6.13640], [7.70935, 10.61866, 0.30548], [-6.77859, 0.51568, -2.71030], [5.05420, -6.54019, 1.24963], [-9.77779, 0.44524, -2.77767], [10.19225, 11.49407, -1.06072], [3.32921, -0.35394, -2.57925], [8.12205, 5.73052, -0.48703], [-4.51622, 0.86667, 7.52800], [3.64521, -5.39092, 2.42099], [0.31243, -3.82489, -3.15841], [8.82818, 9.50515, -1.78773], [-3.95893, -4.31571, -2.93288], [5.22526, 3.91131, -1.64181], [-7.96603, -3.91730, -1.32845], [-6.44649, -0.56047, -0.12106], [4.08099, -5.16201, -0.12121], [6.09905, 4.42592, -1.57080], [10.54043, 9.97956, 0.47007], [-1.81347, -4.92812, 2.07456], [-6.05262, -0.54042, -3.55120], [-7.28700, 2.35511, -3.80146], [7.21197, 6.32820, -0.53277], [4.07481, -2.36879, -1.56086], [7.59386, 5.00197, 2.38850], [0.64846, -3.78447, 2.16475]],
  "lowdin_charge": [0.105, 0.125, 0.100, 0.091, 0.039, 0.071, 0.124, 0.076, 0.079, -0.103, 0.134, -0.313, 0.107, -0.422, -0.096, 0.129, 0.124, 0.144, 0.122, -0.481, -0.187, 0.124, -0.070, 0.093, 0.087, -0.430, 0.120, -0.535, 0.122, -0.037, -0.109, 0.112, 0.061, -0.201, 0.106, -0.305, -0.093, 0.136, 0.096, 0.042, 0.135, -0.205, 0.141, 0.754, 0.113, 0.071, -0.102, 0.072, 0.110, 0.134, -0.212, 0.129, -0.226, 0.077, 0.089, -0.102, 0.124, 0.038, 0.103, -0.125, 0.063, 0.109, 0.719, 0.050, 0.120, 0.073, 0.119, 0.063, 0.029, 0.159, 0.124, 0.120, -0.531, -0.256, -0.207, 0.087, 0.091, 0.134, -0.431, -0.065, 0.095, -0.198, 0.048, 0.043, -0.189, 0.160, -0.210, 0.138, 0.053, 0.119, -0.185, 0.063, 0.095, 0.083, 0.125, 0.091, 0.117, -0.038, 0.087, -0.260, 0.093, 0.080, 0.115, 0.121, 0.059, 0.120, 0.076, 0.124, -0.101, 0.090, 0.070, 0.073, -0.373, 0.075, -0.149, -0.191, -1.052, 0.065, 0.134, 0.151, -0.434, 0.024, 0.061, -0.200, 0.076, 0.175, 0.126, 0.088, -0.210, -0.251, 0.099, -0.164, 0.065, 0.079, 0.068, 0.066, -0.095, -0.200, 0.067, -0.056, 0.065, -0.170, 0.131, -0.208, 0.040, 0.076, 0.072, -0.128, 0.068, -0.065, 0.929, 0.091, -0.075]
}

Record 2
{
  "formula": "CHClO3",
  "method": "ωB97M-V with the def2-TZVPD basis set",
  "mol_weight_da": 96.5,
  "homo_ha": [-0.38426, -0.38405],
  "relative_energy_ev": 9.063,
  "elements": ["O", "O", "C", "O", "Cl", "H"],
  "xyz": [[2.56211, -1.15960, -0.03871], [1.56296, -2.05426, -0.10056], [2.40385, 0.09742, -0.00568], [-0.09993, 0.34834, -0.26192], [3.44709, 1.36574, 0.05012], [0.00112, -0.61735, -0.14408]],
  "lowdin_charge": [-0.117, -0.115, -0.473, -0.103, 0.857, -0.049]
}

Record 3
{
  "formula": "C2H9N2O3",
  "method": "ωB97M-V with the def2-TZVPD basis set",
  "mol_weight_da": 109.1,
  "homo_ha": -0.55273,
  "relative_energy_ev": 0.264,
  "total_charge": 1,
  "elements": ["C", "H", "C", "O", "H", "O", "H", "H", "H", "H", "H", "H", "H", "O", "N", "N"],
  "xyz": [[-0.08522, -0.19044, 1.55904], [-2.06269, 0.31736, 1.74416], [0.11380, 0.42254, -1.51549], [-0.27834, -1.26316, 1.02430], [-0.81423, 0.85144, -1.26519], [1.25542, 0.56093, -0.74353], [0.24188, 0.72872, -2.52251], [-0.10328, -1.30419, -0.34973], [-1.20874, -1.12514, -1.76598], [1.90062, -0.07822, 1.82252], [0.52530, -1.58745, -1.87741], [1.82051, 1.32541, -0.67094], [-0.94343, 1.46525, 2.29572], [1.04363, 0.20092, 2.09770], [-1.14612, 0.69578, 1.70377], [-0.25910, -1.01975, -1.53642]],
  "lowdin_charge": [-0.604, 0.118, -0.237, 0.072, 0.118, 0.009, 0.127, 0.145, 0.138, 0.133, 0.170, 0.130, 0.111, 0.184, 0.225, 0.161]
}

Record 4
{
  "formula": "BH6N3",
  "method": "ωB97M-V with the def2-TZVPD basis set",
  "mol_weight_da": 58.9,
  "homo_ha": -0.33491,
  "relative_energy_ev": 1.840,
  "elements": ["H", "H", "H", "B", "N", "H", "N", "H", "N", "H"],
  "xyz": [[1.75076, 1.12730, -0.28441], [-0.14926, -2.13700, -0.72958], [2.10687, -0.53245, -0.69853], [0.21660, -0.01940, -0.16119], [-0.51403, -1.24963, -0.30966], [-1.43636, -1.30150, 0.22142], [-0.77079, 1.42862, 0.89582], [-1.33233, 1.41820, 0.09286], [1.41396, 0.25401, -0.69334], [-1.28543, 1.01186, 1.66659]],
  "lowdin_charge": [0.090, 0.087, 0.117, -0.522, 0.105, 0.095, -0.009, -0.082, 0.157, -0.038]
}

Record 5
{
  "formula": "C3H11ClN2Si",
  "method": "ωB97M-V with the def2-TZVPD basis set",
  "mol_weight_da": 138.7,
  "homo_ha": [-0.28120, -0.25226],
  "relative_energy_ev": 4.709,
  "elements": ["H", "H", "H", "H", "Si", "H", "C", "H", "H", "H", "C", "N", "H", "C", "H", "H", "N", "Cl"],
  "xyz": [[1.91794, -1.97042, 1.65467], [0.07922, -1.94942, 1.36076], [-2.99444, 0.68989, 0.10973], [-1.24620, 0.75656, -1.38834], [1.27349, -0.30832, -0.19589], [2.30770, -0.92308, -2.50137], [1.37665, -1.17442, -1.89548], [0.81329, -0.65316, 2.31320], [-2.68057, 1.56830, 1.65511], [1.33856, -2.24797, -1.85796], [-2.21402, 1.14731, 0.79060], [-1.42630, 2.05051, 0.01098], [-0.71239, 2.49884, 0.65780], [0.99535, -1.34679, 1.44243], [0.47082, -0.78300, -2.51805], [-1.60253, 0.40499, 1.14132], [-0.73798, 1.48722, -0.97404], [3.04140, 0.75297, 0.19453]],
  "lowdin_charge": [0.032, 0.006, 0.108, -0.018, 0.330, 0.040, -0.280, 0.025, 0.072, -0.004, -0.131, -0.244, 0.144, -0.293, 0.042, 0.016, -0.042, 0.199]
}

Record 6
{
  "formula": "C13H17ClHoO",
  "method": "ωB97M-V with the def2-TZVPD basis set",
  "mol_weight_da": 389.7,
  "s2": 6.004,
  "homo_ha": [-0.13518, -0.13597],
  "relative_energy_ev": 0.188,
  "spin_multiplicity": 5,
  "total_charge": -1,
  "elements": ["C", "C", "C", "H", "H", "H", "Ho", "C", "Cl", "H", "C", "H", "H", "H", "H", "C", "H", "C", "H", "H", "H", "H", "C", "C", "H", "H", "H", "C", "C", "H", "O", "C", "C"],
  "xyz": [[-2.88776, -0.28369, 1.47840], [1.23236, -2.43286, 0.04774], [0.37679, 2.30466, -2.31088], [0.23668, -3.99609, -1.13643], [-1.73712, -2.20904, 1.56070], [-3.10348, 1.95913, 1.68340], [-0.24563, 0.64212, -0.51044], [-1.77537, -1.13416, 1.73370], [-2.18385, 0.43041, -1.91162], [-0.57172, 1.86098, 2.62626], [2.45946, -2.29107, -0.83099], [1.61280, -2.38817, 1.09059], [3.13731, -3.10178, -0.63397], [-0.59053, 4.53101, -0.00274], [-3.84343, -0.58542, 1.04320], [-1.13453, 1.02951, 2.21848], [0.21803, -0.69741, 2.65185], [-0.70262, -0.34156, 2.21867], [-1.48127, 3.57079, -2.31506], [1.79246, 3.41355, 0.53443], [2.16376, -2.27438, -1.88188], [2.93647, -1.32240, -0.64273], [0.56269, -3.79192, -0.10813], [-0.58495, 3.22936, -1.80313], [1.28991, -4.56993, 0.15406], [-0.28344, -3.88178, 0.57713], [0.34923, 1.84519, -3.29786], [-2.48768, 1.06254, 1.75859], [1.12377, 3.10462, -0.26742], [2.42541, 1.74758, -1.53348], [0.36079, -1.37795, -0.26692], [-0.12388, 3.72282, -0.56340], [1.45934, 2.22531, -1.36009]],
  "lowdin_charge": [-0.196, -0.582, -0.317, 0.080, 0.074, 0.073, 1.244, -0.200, -0.085, 0.068, -0.087, 0.127, 0.060, 0.093, 0.078, -0.269, 0.072, -0.253, 0.093, 0.087, 0.078, 0.070, -0.069, -0.219, 0.067, 0.063, 0.091, -0.217, -0.207, 0.090, -0.437, -0.163, -0.306]
}

Record 7
{
  "formula": "C7H11N2O4",
  "method": "ωB97M-V with the def2-TZVPD basis set",
  "mol_weight_da": 187.2,
  "homo_ha": -0.15863,
  "relative_energy_ev": 8.436,
  "total_charge": -1,
  "elements": ["H", "H", "O", "H", "C", "C", "H", "H", "O", "C", "H", "H", "N", "C", "H", "H", "H", "C", "C", "O", "O", "H", "N", "C"],
  "xyz": [[3.71159, 0.21187, -0.78698], [2.84845, 0.67241, 1.66485], [-2.14803, -2.38238, 0.25177], [0.81703, -0.10316, 1.88861], [1.75381, -0.64338, -1.09439], [-0.08699, 0.62064, 0.05951], [-0.97283, 1.22641, -0.15462], [1.99962, -0.70970, -2.21323], [-4.71700, 1.18840, 0.40207], [0.85914, 0.73706, 1.23587], [3.28244, -1.10189, 0.29080], [-0.04079, 0.10836, -1.95164], [-3.53530, 0.98396, 0.12175], [2.87106, -0.20850, -0.21570], [0.60695, 1.73295, 1.81041], [1.45470, -1.73028, -0.84781], [2.50782, 1.84281, 0.27746], [-2.74828, -0.18686, 0.48539], [0.48850, 0.10379, -1.03831], [-3.92786, -1.76610, -0.90075], [-2.90873, 1.79880, -0.54661], [-1.36005, -1.92569, 0.57273], [-3.09230, -1.31362, -0.05016], [2.33705, 0.84412, 0.73898]],
  "lowdin_charge": [0.104, 0.083, -0.036, 0.086, -0.242, -0.133, 0.059, 0.121, 0.010, -0.179, 0.107, 0.089, -0.417, -0.233, 0.141, 0.133, 0.121, -0.033, -0.145, -0.119, -0.020, 0.053, -0.333, -0.217]
}